# 1
DFT (ωB97M-V/def2-TZVPD) results for C3H6O4 in the gas phase in a non-equilibrium geometry.

Energy (Eh): -418.70914
Largest force on an atom (eV/A): 2.606
Energy relative to the best compared isomer or geometry (same formula, charge and spin) (eV): 5.037
Structure (SMILES): C[C@@H](OO)OC=O
Net charge: 0
2S+1: 1

Structure (XYZ):
```
13
Properties=species:S:1:pos:R:3:forces:R:3
C -0.524 -0.296 0.105 1.1 0.7 -1.4
C -1.886 0.321 0.054 0.0 0.1 0.0
C 1.620 -0.097 0.873 -1.0 -2.3 0.8
O 0.630 0.741 -0.593 -1.1 -0.8 -0.1
O 0.065 -0.355 1.297 1.8 0.5 -0.2
O 1.164 0.248 -1.835 -0.5 0.2 1.0
O 2.264 -0.944 0.322 -0.6 1.0 0.5
H 1.808 -0.416 -1.506 0.0 0.0 0.0
H -0.379 -1.178 -0.531 -0.1 0.2 -0.1
H 1.936 0.587 1.663 0.0 0.5 -0.6
H -2.613 -0.386 0.469 0.1 0.0 -0.1
H -2.165 0.546 -0.977 0.1 -0.1 0.1
H -1.920 1.229 0.657 0.1 -0.1 -0.1
```
Forces are in eV/Å.

Löwdin charges, unit e, in atom order:
1 C -0.332
2 C -0.010
3 C -0.190
4 O -0.150
5 O -0.038
6 O -0.016
7 O 0.071
8 H 0.079
9 H 0.151
10 H 0.155
11 H 0.094
12 H 0.092
13 H 0.093

=====

# 2
DFT (ωB97M-V/def2-TZVPD) results for a molecular structure, C4H4LiO5Tm in a non-equilibrium geometry.

Energy (Eh): -1623.09184
Largest force on an atom (eV/A): 5.266
Expectation value of S²: 2.006
Energy relative to the best compared isomer or geometry (same formula, charge and spin) (eV): 3.557
Net charge: +2
2S+1: 3

Structure (XYZ):
```
15
Properties=species:S:1:pos:R:3:forces:R:3
O -0.670 2.970 2.428 -0.9 -0.7 -0.9
C 0.551 2.499 2.683 2.3 4.6 1.2
C -1.124 2.355 1.184 -0.6 0.7 0.0
O 1.388 3.117 3.303 -1.7 -2.0 -0.6
O 0.812 1.420 1.963 -1.1 -3.5 -2.7
C -0.377 1.049 1.142 1.3 2.4 4.3
Li 0.507 0.187 -0.638 0.0 -0.2 -0.3
H -0.881 3.075 0.386 0.0 -0.3 0.0
H -2.212 2.226 1.215 0.3 0.0 0.1
H -0.880 0.304 1.785 0.2 -0.9 -1.1
C -1.708 -1.618 -1.300 1.2 -0.1 2.6
O -0.515 -1.193 -1.535 0.1 0.3 -0.5
O -2.018 -2.744 -1.758 -1.5 0.8 0.3
Tm -0.311 -3.350 -2.950 0.3 0.1 -0.2
H -2.251 -1.057 -0.413 0.2 -1.1 -2.2
```
Forces are in eV/Å.

Löwdin charges, unit e, in atom order:
1 O 0.100
2 C -0.578
3 C -0.111
4 O 0.218
5 O 0.065
6 C -0.019
7 Li 0.787
8 H 0.150
9 H 0.147
10 H 0.147
11 C -0.434
12 O -0.254
13 O -0.155
14 Tm 1.739
15 H 0.198

=====

# 3
DFT (ωB97M-V/def2-TZVPD) results for C3HN3O in the gas phase in a non-equilibrium geometry.

Energy (Eh): -354.30672
Largest force on an atom (eV/A): 1.619
Energy relative to the best compared isomer or geometry (same formula, charge and spin) (eV): 1.641
Net charge: 0
2S+1: 1

Structure (XYZ):
```
8
Properties=species:S:1:pos:R:3:forces:R:3
N 1.486 -0.343 0.190 0.2 -0.3 -1.3
C 2.447 -0.466 -0.483 0.1 0.1 0.8
C 0.120 -0.152 0.262 -0.4 0.3 0.1
C -0.518 1.106 -0.110 -0.3 0.0 0.1
O -1.715 1.229 -0.259 0.5 0.0 0.1
N -1.376 -2.083 0.340 1.0 1.3 0.0
N -0.651 -1.219 0.310 -1.0 -1.3 0.1
H 0.207 1.929 -0.251 -0.1 0.0 0.0
```
Forces are in eV/Å.

Löwdin charges, unit e, in atom order:
1 N -0.011
2 C 0.072
3 C -0.317
4 C -0.236
5 O 0.039
6 N 0.306
7 N 0.017
8 H 0.129

=====

# 4
DFT (ωB97M-V/def2-TZVPD) results for 11 unconnected molecules or ions with the total composition C29H57BCl21N3O2P in a non-equilibrium geometry.

Energy (Eh): -11483.97605
Largest force on an atom (eV/A): 3.495
Net charge: +1
2S+1: 1

Structure (XYZ):
```
114
Properties=species:S:1:pos:R:3:forces:R:3
C 1.262 -0.664 2.501 0.2 0.6 0.8
C 0.053 0.291 2.510 -0.3 -0.1 -0.1
C -0.830 0.187 1.214 1.2 0.3 -0.2
C -0.643 1.426 0.248 -1.5 -0.9 0.6
C -2.307 -0.056 1.520 3.4 0.8 -0.3
N -2.792 -1.126 0.973 -1.0 0.9 0.7
N -4.082 -1.242 1.243 -0.7 -1.5 -0.7
Cl -4.811 -2.612 0.491 0.0 0.2 0.1
C -4.867 -0.483 1.976 -1.1 1.0 1.2
B -6.444 -0.876 2.130 -1.0 -0.1 -0.4
C -6.985 -2.111 2.957 0.0 0.5 -0.2
O -7.327 -0.072 1.448 0.7 -1.5 -0.5
C -4.359 0.668 2.628 1.8 -1.0 -0.7
P -5.403 1.740 3.712 -0.5 1.1 -0.2
O -6.694 2.154 3.139 -0.2 -0.6 0.1
C -2.976 0.904 2.354 -2.1 -0.3 0.8
N -2.350 1.985 2.911 -0.4 0.1 -1.4
H 1.012 -1.703 2.243 0.0 0.4 -0.2
H 1.659 -0.683 3.532 -0.1 -0.1 -0.4
H 2.092 -0.270 1.894 -0.4 -0.4 -0.1
H 0.412 1.331 2.625 -0.1 -0.4 0.0
H -0.562 0.081 3.403 0.2 0.0 -0.3
H -0.407 -0.661 0.651 -0.7 0.0 0.3
H 0.276 1.977 0.461 -0.2 -0.2 -0.3
H -1.538 2.061 0.396 0.7 0.3 -0.3
H -0.718 1.048 -0.780 0.3 0.4 0.2
H -7.967 -2.371 2.524 0.4 0.1 0.2
H -7.174 -1.832 4.008 0.2 -0.3 -0.2
H -6.325 -2.985 2.855 -0.2 0.3 0.5
H -7.044 -0.011 0.516 -0.1 0.9 0.3
H -4.629 2.917 3.927 0.3 -0.7 0.2
H -5.488 1.104 4.974 0.4 -0.1 -0.3
H -1.510 2.268 2.412 0.1 -0.1 0.4
H -3.018 2.755 2.896 0.5 0.1 0.5
Cl 3.856 -1.603 -0.294 -0.1 0.1 -0.1
C 5.381 -1.413 0.616 0.1 -0.1 0.1
C 5.477 -2.387 1.765 0.1 -0.1 -0.2
Cl 4.292 -2.014 3.047 0.0 -0.1 0.1
H 5.443 -0.382 0.958 -0.1 0.0 0.0
H 6.192 -1.586 -0.092 -0.2 -0.2 0.1
H 6.463 -2.333 2.218 -0.1 0.1 0.0
H 5.309 -3.410 1.436 -0.1 0.1 0.0
Cl 6.937 -1.490 -3.711 0.2 0.0 0.1
C 6.661 0.194 -3.202 -0.1 0.1 0.0
C 7.814 0.743 -2.396 0.0 0.2 -0.1
Cl 7.954 -0.039 -0.800 0.3 0.2 -0.2
H 5.727 0.227 -2.641 0.1 -0.1 0.0
H 6.534 0.783 -4.110 0.1 0.0 0.0
H 7.666 1.807 -2.215 -0.1 0.0 0.0
H 8.761 0.615 -2.916 0.0 -0.1 0.0
Cl 8.867 -5.403 -0.541 0.0 0.0 0.0
C 10.037 -4.074 -0.743 0.1 0.1 -0.1
C 10.395 -3.427 0.573 0.2 0.0 -0.1
Cl 9.024 -2.528 1.269 0.0 -0.1 0.2
H 9.611 -3.353 -1.439 -0.1 0.0 0.1
H 10.929 -4.504 -1.197 0.0 0.0 0.1
H 11.202 -2.710 0.424 -0.1 0.0 -0.1
H 10.724 -4.161 1.305 -0.1 0.0 0.0
Cl 0.237 4.632 0.662 0.0 0.2 0.1
C 1.045 5.678 -0.537 0.1 0.2 -0.2
C 2.082 4.926 -1.335 0.0 0.0 -0.1
Cl 3.482 4.455 -0.342 0.0 -0.1 0.0
H 1.481 6.522 -0.007 0.0 -0.1 0.1
H 0.269 6.056 -1.202 0.0 -0.1 0.0
H 2.459 5.561 -2.137 0.0 0.1 0.1
H 1.666 4.025 -1.781 0.0 0.0 0.1
Cl -6.479 0.890 -2.466 0.0 -0.1 0.1
C -6.725 2.612 -2.056 -0.1 0.2 0.0
C -5.580 3.170 -1.252 0.0 -0.1 0.0
Cl -5.517 2.453 0.382 0.0 0.0 -0.2
H -7.669 2.699 -1.522 0.1 -0.1 0.0
H -6.813 3.154 -2.997 0.1 0.0 0.0
H -5.701 4.243 -1.127 -0.1 -0.4 0.2
H -4.623 2.991 -1.738 0.0 -0.1 0.0
Cl 3.842 -2.279 -7.336 0.0 0.0 0.0
C 3.669 -3.532 -6.080 0.0 -0.1 0.0
C 2.781 -3.082 -4.946 -0.1 -0.1 0.0
Cl 3.529 -1.783 -3.983 -0.2 0.0 0.0
H 4.665 -3.793 -5.727 0.0 0.1 0.0
H 3.236 -4.407 -6.563 -0.1 0.0 0.0
H 2.599 -3.915 -4.267 0.1 0.0 0.0
H 1.820 -2.723 -5.310 0.1 0.0 0.0
Cl -1.997 -6.366 -0.941 0.0 0.0 0.0
C -2.146 -4.606 -1.160 0.0 0.0 0.1
C -1.981 -4.193 -2.602 -0.1 0.1 0.0
Cl -0.314 -4.429 -3.183 0.0 0.0 0.0
H -1.409 -4.124 -0.520 0.0 0.0 -0.1
H -3.139 -4.328 -0.808 0.0 -0.1 -0.1
H -2.206 -3.132 -2.709 0.0 0.0 0.1
H -2.649 -4.751 -3.256 0.1 -0.1 0.0
Cl -9.941 -4.918 0.783 0.1 0.0 0.0
C -9.137 -3.892 -0.427 0.0 0.1 0.0
C -8.114 -4.655 -1.234 -0.1 0.2 -0.2
Cl -6.704 -5.136 -0.251 0.1 0.0 0.0
H -8.685 -3.048 0.094 0.0 -0.1 0.0
H -9.914 -3.509 -1.088 0.0 -0.1 0.0
H -7.739 -4.026 -2.042 0.0 0.0 0.1
H -8.539 -5.555 -1.673 0.0 0.0 0.1
Cl 4.875 2.067 4.148 0.0 0.0 -0.1
C 5.914 1.046 5.178 0.0 -0.1 0.2
C 7.335 0.986 4.672 0.0 0.1 0.2
Cl 7.455 0.099 3.134 0.1 0.1 -0.1
H 5.467 0.055 5.227 0.0 0.0 -0.1
H 5.896 1.482 6.176 0.1 0.0 0.0
H 7.960 0.461 5.393 -0.1 0.0 0.0
H 7.750 1.981 4.522 -0.1 0.0 -0.1
Cl -4.918 5.779 -2.582 0.2 0.5 -0.4
C -5.158 7.497 -2.158 -0.1 0.3 -0.1
C -4.011 8.043 -1.346 0.0 0.1 -0.1
Cl -3.942 7.325 0.284 0.0 -0.1 0.0
H -6.103 7.582 -1.625 0.1 -0.1 0.0
H -5.244 8.046 -3.095 0.1 0.0 0.0
H -4.132 9.117 -1.216 -0.1 0.0 0.0
H -3.056 7.863 -1.835 0.0 -0.1 0.0
```
Forces are in eV/Å.

Löwdin population analysis, charges in e, atoms 1 to 99:
1 C -0.130
2 C -0.216
3 C -0.277
4 C -0.059
5 C -0.159
6 N 0.170
7 N -0.421
8 Cl 0.843
9 C -0.154
10 B -0.542
11 C 0.004
12 O 0.117
13 C -0.218
14 P 0.739
15 O -0.419
16 C -0.219
17 N 0.177
18 H 0.082
19 H 0.062
20 H 0.049
21 H 0.108
22 H 0.108
23 H 0.132
24 H 0.036
25 H 0.060
26 H 0.089
27 H 0.075
28 H 0.083
29 H 0.056
30 H 0.083
31 H 0.034
32 H 0.043
33 H 0.086
34 H 0.086
35 Cl 0.536
36 C -0.707
37 C -0.670
38 Cl 0.574
39 H 0.042
40 H -0.006
41 H -0.012
42 H 0.075
43 Cl 0.526
44 C -0.658
45 C -0.630
46 Cl 0.582
47 H 0.055
48 H 0.077
49 H 0.074
50 H 0.070
51 Cl 0.539
52 C -0.659
53 C -0.641
54 Cl 0.551
55 H 0.062
56 H 0.074
57 H 0.076
58 H 0.070
59 Cl 0.564
60 C -0.639
61 C -0.663
62 Cl 0.548
63 H 0.073
64 H 0.071
65 H 0.075
66 H 0.068
67 Cl 0.544
68 C -0.639
69 C -0.692
70 Cl 0.685
71 H 0.078
72 H 0.072
73 H -0.020
74 H 0.063
75 Cl 0.537
76 C -0.659
77 C -0.673
78 Cl 0.521
79 H 0.068
80 H 0.074
81 H 0.056
82 H 0.061
83 Cl 0.557
84 C -0.689
85 C -0.662
86 Cl 0.561
87 H 0.066
88 H 0.003
89 H 0.069
90 H 0.071
91 Cl 0.559
92 C -0.663
93 C -0.637
94 Cl 0.534
95 H 0.050
96 H 0.078
97 H 0.074
98 H 0.074
99 Cl 0.526